Record 1
The following is a DFT calculation (ωB97M-V/def2-TZVPD) of a 3-piece molecular cluster, C34H44F6N2O7 overall at a distorted geometry.

Summary:
Kohn-Sham gap (Ha): 0.29124

Last column: Mulliken charge in e.
Element x y z (Å)
C -4.31892 -3.45868 2.06778  -0.3442
O -5.23064 -4.14504 1.16303  -0.4028
C -4.60626 -5.30146 0.55241  -0.6859
C -4.26780 -5.10390 -1.01670  -0.5350
C -2.68329 -4.84866 -1.24432  0.4261
C -2.42647 -4.44224 -2.78781  -1.0571
C -1.81564 -2.95764 -2.95431  0.3707
C -3.05067 -1.91454 -3.10066  -1.0353
C -3.57238 -1.35811 -1.65972  0.3740
C -2.49377 -0.29094 -1.12069  -0.9945
C -1.53998 -0.87901 0.07274  0.5592
C -0.03497 -0.47287 -0.33025  -0.3016
C 0.96567 -0.29314 0.90610  0.2432
C 1.56354 -1.65790 1.50472  -1.0839
C 1.80584 -2.81552 0.43840  0.7324
C 1.26001 -4.24314 0.83593  -1.0362
C 1.40365 -5.50559 -0.04066  -0.7105
C 2.14135 -5.34515 -1.39873  0.0147
C 2.69367 -3.94722 -1.78953  0.4146
C 2.54737 -2.68179 -0.91249  0.6375
C 3.11972 -1.28386 -1.38682  0.4571
C 2.73877 -0.75709 -2.77984  0.0175
C 3.21274 0.59085 -3.40836  -0.6700
C 4.11894 1.40152 -2.40428  -0.4110
C 4.36087 0.73589 -1.03776  -0.1693
N 3.94021 -0.51261 -0.52205  -0.4233
C 3.39571 -4.18102 -3.20158  0.1036
O 3.78928 -3.36615 -4.07107  -0.5168
N 3.48439 -5.66512 -3.37184  -0.3869
C 2.50014 -6.40078 -2.53549  0.2694
O 2.07278 -7.56509 -2.64091  -0.5269
H -3.24015 -3.57952 1.69231  0.0458
H -4.37745 -3.94333 3.11565  0.2863
H -4.61447 -2.34716 2.14476  0.2202
H -5.38334 -6.15711 0.60363  0.2786
H -3.68885 -5.64101 1.16539  0.3240
H -4.56905 -6.03703 -1.60809  0.4388
H -4.84556 -4.17626 -1.38909  0.2490
H -2.06022 -5.78037 -0.95601  0.4002
H -2.39656 -4.00176 -0.51882  -0.5471
H -1.78956 -5.24408 -3.29787  0.3070
H -3.44933 -4.44608 -3.30565  0.4077
H -1.09509 -2.69325 -2.10571  -0.3983
H -1.19669 -2.93402 -3.93097  0.3366
H -2.65320 -1.05951 -3.77052  0.3688
H -3.94406 -2.37765 -3.65948  0.4241
H -3.66882 -2.20697 -0.90435  -0.4753
H -4.56521 -0.79018 -1.83268  0.3253
H -2.96243 0.72226 -0.83996  0.3361
H -1.79680 -0.05711 -2.01613  0.3132
H -1.87907 -0.39024 1.06521  0.3889
H -1.74014 -2.00159 0.08877  -0.5161
H 0.32630 -1.18076 -1.14887  -0.3658
H -0.11678 0.56863 -0.83139  0.3719
H 0.35174 0.19784 1.75349  0.7157
H 1.81509 0.44456 0.67882  -0.4940
H 2.60625 -1.39475 1.93688  0.3053
H 0.96754 -2.04947 2.41495  0.3353
H 0.74186 -4.35912 1.84551  0.2533
H 1.00814 -6.53413 0.29125  0.3609
H 2.06414 -1.42703 -3.42645  0.2747
H 2.93715 0.95361 -4.44745  0.3662
H 4.56167 2.41863 -2.68450  0.3296
H 4.99695 1.36723 -0.30974  0.3248
H 4.44862 -5.83507 -3.02474  0.3388
C 4.72954 6.15955 0.73079  -1.1425
C 3.28825 5.82828 0.39836  -0.1687
O 2.98201 4.47269 0.76393  -0.3183
C 2.68471 4.26465 2.06330  0.0607
O 2.66723 5.12876 2.90074  -0.5275
C 2.33372 2.79812 2.30026  1.2844
F 3.19559 1.95548 1.69432  -0.2185
F 1.10294 2.49352 1.82892  -0.2630
F 2.33618 2.46612 3.60397  -0.2733
H 5.40660 5.43747 0.26655  0.2872
H 4.98623 7.16123 0.38057  0.4032
H 4.90618 6.11452 1.80794  0.3169
H 3.13387 5.90516 -0.68045  0.3433
H 2.59330 6.52575 0.87353  0.2745
C -0.28687 5.79940 3.44868  -0.4873
C -1.47964 6.19328 2.60015  -0.3065
O -2.27842 7.17881 3.27387  -0.3225
C -1.84571 8.45332 3.17993  0.3661
O -0.85674 8.79039 2.58237  -0.5113
C -2.80923 9.39646 3.89623  0.8638
F -3.18527 8.93078 5.10556  -0.2434
F -3.94414 9.58592 3.18987  -0.2501
F -2.28076 10.61574 4.10655  -0.2394
H -0.61211 5.46883 4.43871  0.3535
H 0.27455 4.99480 2.97465  -0.2282
H 0.38585 6.64619 3.60137  0.3410
H -2.12099 5.32282 2.44295  0.3280
H -1.17337 6.54971 1.61301  0.3183

***

Record 2
The following is a DFT calculation (ωB97M-V/def2-TZVPD) of C34H44N2O5PS5W as an isolated structure.

Summary:
Total charge: +1
Spin multiplicity: 3
<S²>: 2.03
Kohn-Sham gap (spin up / spin down) (Ha): 0.23119 / 0.23196

Last column: natural (NBO) charge in e.
Element x y z (Å)
W 0.38723 -0.14405 0.09057  1.4513
C 4.82545 2.42098 -3.06740  -0.7317
S 3.19994 1.91427 -3.68577  0.2872
C 3.22171 0.22653 -3.18674  -0.3864
C 3.00236 -0.24367 -1.94747  -0.3904
S 2.49236 0.72459 -0.56403  -0.0055
S 3.24832 -1.95215 -1.71402  0.4289
C 3.51184 -2.37676 -3.37947  -0.5688
S 3.68388 -3.91686 -3.87992  0.0027
S 3.58274 -0.97460 -4.40409  0.5068
H 4.93629 3.46848 -3.34278  0.2408
H 5.61641 1.84218 -3.53802  0.2278
H 4.87286 2.32859 -1.98432  0.2188
O -1.77063 -0.66459 0.31105  -0.6810
C -2.04701 0.41624 -0.28234  0.7848
O -1.06820 1.24288 -0.40441  -0.6993
C -3.35369 0.72393 -0.86530  -0.1096
C -3.53698 1.93498 -1.52943  -0.1610
C -4.75396 2.20712 -2.12569  -0.1826
C -5.74942 1.24881 -2.04786  0.0570
C -5.58757 0.03367 -1.40374  -0.1836
C -4.36962 -0.22829 -0.80386  -0.1646
N -7.05031 1.53511 -2.69217  0.5260
O -7.19440 2.63119 -3.18849  -0.3541
O -7.88035 0.65225 -2.68014  -0.3548
H -2.72380 2.64400 -1.58836  0.2452
H -4.94038 3.13225 -2.64896  0.2622
H -6.40000 -0.67639 -1.38681  0.2617
H -4.19282 -1.16669 -0.29770  0.2402
C 2.92004 1.40401 3.02527  -0.6145
C 1.58663 0.99040 3.65008  -0.5234
C 1.67377 -0.42179 4.22810  -0.5935
P 0.23221 1.14772 2.40375  0.9603
C 0.02841 2.97553 2.11435  -0.5023
C 0.33253 3.85774 3.32764  -0.6154
C 0.81831 3.49227 0.90929  -0.6084
C -1.36263 0.66866 3.22214  -0.5075
C -1.51224 -0.84589 3.40257  -0.6059
C -1.68992 1.39278 4.52824  -0.6131
H 3.73024 1.20760 3.72911  0.2253
H 2.95142 2.46341 2.77597  0.2181
H 3.12638 0.84136 2.11231  0.2146
H 1.34755 1.68465 4.46034  0.2338
H 1.66191 -1.17833 3.43992  0.1876
H 0.85861 -0.63629 4.91588  0.2155
H 2.60761 -0.53214 4.78147  0.2246
H -1.03797 3.06539 1.87506  0.2334
H 1.40333 3.88419 3.53260  0.2086
H -0.17722 3.54715 4.23675  0.2153
H 0.02546 4.88121 3.10843  0.2306
H 1.89012 3.50937 1.11167  0.2094
H 0.51048 4.51747 0.69626  0.2274
H 0.65285 2.90901 0.00689  0.2253
H -2.09834 0.98351 2.47148  0.2303
H -1.03848 -1.18330 4.32353  0.2088
H -1.09689 -1.41162 2.56985  0.2045
H -2.57156 -1.09651 3.47170  0.2290
H -0.87832 1.30919 5.25348  0.2069
H -2.57454 0.93910 4.97781  0.2279
H -1.91020 2.44727 4.37429  0.2197
C 2.32722 -4.96225 2.03192  -0.4172
N 2.20448 -3.56761 1.61280  -0.3451
C 3.45930 -2.88385 1.30517  -0.4188
C 1.03655 -3.01148 1.37097  0.7317
C -0.24198 -3.74450 1.62777  -0.7150
O 1.00127 -1.82903 0.91440  -0.6890
H 3.27092 -5.07602 2.55942  0.2318
H 2.32665 -5.62009 1.16165  0.2266
H 1.52119 -5.24149 2.70297  0.2236
H 4.05315 -2.81328 2.21600  0.2202
H 3.26223 -1.88950 0.91473  0.2361
H 4.00668 -3.46147 0.56014  0.2322
H -0.29536 -4.64007 1.00640  0.2630
H -1.07857 -3.09351 1.38659  0.2633
H -0.30827 -4.05362 2.67148  0.2543
C -1.03361 1.20811 -5.37917  -0.2138
C -0.46870 1.86352 -4.26634  -0.2036
C -0.14117 1.16146 -3.14092  -0.2191
C -0.34811 -0.24149 -3.04789  -0.0075
C -0.01325 -0.99752 -1.87122  -0.4458
C -0.17546 -2.36660 -1.94997  -0.1567
C -0.66277 -3.02743 -3.09445  -0.2406
C -1.02534 -2.30240 -4.19033  -0.1589
C -0.87370 -0.89642 -4.19343  -0.0877
C -1.22114 -0.14178 -5.34141  -0.1707
H -1.29673 1.77383 -6.26281  0.2223
H -0.27717 2.92820 -4.31093  0.2178
H 0.31783 1.68501 -2.31411  0.2119
H 0.09068 -2.99493 -1.10783  0.1623
H -0.74833 -4.10653 -3.09547  0.2175
H -1.41285 -2.78851 -5.07681  0.2178
H -1.62745 -0.66586 -6.19790  0.2164

***

Record 3
The following is a DFT calculation (ωB97M-V/def2-TZVPD) of C34H45As3Br2CrN2O3S as an isolated structure.

Summary:
Total charge: +1
Spin multiplicity: 4
<S²>: 3.80
Kohn-Sham gap (spin up / spin down) (Ha): 0.26988 / 0.26612
Energy above the lowest of the compared OMol25 structures with the same formula, charge and spin (kJ/mol): 0.0

Last column: Löwdin spin population.
Element x y z (Å)
Cr -0.06268 0.09775 0.09745  2.9717
Br 4.96104 0.13265 0.24032  0.0025
C 3.73269 0.03537 1.66260  0.0102
C 4.20740 -0.02665 2.98634  -0.0039
C 3.34304 -0.08478 4.04282  0.0100
Br 4.02752 -0.17541 5.80033  0.0018
C 1.94098 -0.07433 3.82288  -0.0008
C 0.95479 -0.11844 4.83107  0.0157
C -0.37074 -0.09485 4.49252  -0.0025
C -0.72902 -0.02056 3.13860  0.0173
N 0.16250 0.02933 2.17331  -0.0093
C 1.49122 -0.00910 2.49061  0.0058
C 2.38347 0.03457 1.37739  -0.0012
O 1.87954 0.09495 0.17038  0.0256
H 5.27474 -0.02974 3.15811  -0.0005
H 1.26032 -0.17093 5.86722  0.0009
H -1.14350 -0.13170 5.24643  -0.0005
H -1.77191 -0.01315 2.84675  0.0006
C -0.78331 -0.25672 -3.82573  -0.0055
As 0.45045 0.05074 -2.35993  -0.0165
C 1.69451 -1.39751 -2.67722  -0.0001
C 1.58948 1.53177 -2.94116  -0.0046
C 1.12524 2.99431 -2.77872  -0.0001
C 2.05910 3.83077 -3.66227  0.0001
C 1.30886 3.47121 -1.33095  -0.0021
As 0.19026 2.68004 0.06714  -0.0026
C 1.15659 3.35326 1.61449  0.0024
C -1.38795 3.81775 0.12417  -0.0035
C -0.33248 3.10650 -3.24021  0.0000
As -1.35878 4.78588 -3.54556  0.0000
C -0.60967 5.30844 -5.27861  0.0000
C -0.49612 6.19006 -2.47933  0.0000
H -0.22192 -0.24064 -4.75989  -0.0012
H -1.57387 0.48817 -3.86369  0.0000
H -1.22407 -1.24210 -3.67921  0.0000
H 2.14643 -1.27496 -3.66136  -0.0005
H 1.15312 -2.33958 -2.62735  0.0000
H 2.46134 -1.36889 -1.90537  -0.0001
H 1.78580 1.33612 -3.99988  -0.0011
H 2.53024 1.37720 -2.40400  -0.0001
H 3.10110 3.63093 -3.40485  0.0000
H 1.88546 4.89944 -3.53915  -0.0001
H 1.91972 3.58138 -4.71581  -0.0001
H 1.16483 4.55179 -1.26567  -0.0005
H 2.33623 3.26461 -1.01636  0.0000
H 1.30919 4.42800 1.51728  0.0000
H 2.12285 2.85438 1.68308  0.0000
H 0.58785 3.14923 2.52141  0.0000
H -1.10096 4.84516 0.34496  -0.0006
H -2.04808 3.45714 0.91334  0.0000
H -1.93603 3.78296 -0.81698  0.0000
H -0.96217 2.51965 -2.55795  0.0000
H -0.42390 2.61493 -4.21590  0.0000
H -0.79940 4.52207 -6.00831  0.0000
H 0.45924 5.50652 -5.22790  0.0000
H -1.12309 6.20972 -5.61122  0.0000
H -0.69132 6.05437 -1.41788  0.0000
H -0.96730 7.12416 -2.78637  0.0000
H 0.57528 6.27272 -2.65149  0.0000
N -2.11110 0.28711 0.13450  0.0266
S -3.09281 -0.12500 -1.06148  0.0091
C -4.10350 -1.49674 -0.51998  0.0033
C -5.22095 -1.84034 -1.27094  0.0005
C -5.97174 -2.93907 -0.88984  0.0002
C -5.60062 -3.68434 0.22320  -0.0001
C -4.47512 -3.33764 0.95257  0.0000
C -3.71106 -2.23968 0.57803  0.0001
C -4.30863 1.17763 -1.13840  0.0007
C -4.15601 2.12670 -2.13840  0.0003
C -5.00900 3.22228 -2.17231  -0.0001
C -6.00066 3.35275 -1.21321  0.0002
C -6.14970 2.39420 -0.21663  0.0001
C -5.30322 1.30012 -0.17350  0.0002
H -2.62728 0.65093 0.92826  0.0021
H -5.50946 -1.25370 -2.13473  0.0000
H -6.84737 -3.21459 -1.46169  0.0000
H -6.19004 -4.54285 0.51563  0.0000
H -4.18086 -3.92766 1.81033  0.0000
H -2.80895 -1.97749 1.11444  -0.0002
H -3.37656 2.01929 -2.88291  0.0000
H -4.88825 3.97056 -2.94354  0.0000
H -6.66700 4.20456 -1.24174  0.0000
H -6.93217 2.49882 0.52290  0.0000
H -5.42530 0.53986 0.58880  0.0001
C 0.26390 -4.11337 0.60692  -0.0032
O 0.40409 -2.68792 0.73328  -0.0041
C -0.30572 -1.93558 -0.14035  -0.0430
O -1.04301 -2.45597 -0.95708  0.0017
H 0.87578 -4.54264 1.39461  -0.0002
H 0.61362 -4.44691 -0.36916  -0.0002
H -0.77757 -4.41062 0.72449  -0.0004

***

Record 4
The following is a DFT calculation (ωB97M-V/def2-TZVPD) of C34H45CoN8O5 as an isolated structure at a distorted geometry.

Summary:
Total charge: +2
Kohn-Sham gap (spin up / spin down) (Ha): 0.26147 / 0.26348
Energy above the lowest of the compared OMol25 structures with the same formula, charge and spin (kJ/mol): 216.4

Last column: Mulliken charge in e.
Element x y z (Å)
Co 0.65285 -0.66568 -0.51180  0.5790
C 1.22266 6.10126 2.04701  -1.5577
C 0.74914 4.77355 1.52993  -0.2792
C -0.56330 4.38316 1.58276  -1.0528
C -1.05017 3.15276 1.05642  1.2778
C -2.43949 2.96942 1.24565  -0.7948
N -3.35137 2.15811 0.76567  -0.0309
C -3.34207 1.18012 -0.32923  0.7633
C -3.79925 1.82639 -1.63881  -0.8811
C -2.79316 2.80004 -2.25130  -0.7720
N -1.60147 2.09118 -2.69467  0.5008
C -1.13159 2.07648 -3.90492  0.0848
C -0.03439 1.27147 -4.31061  -0.1623
C 0.39798 1.30055 -5.65057  -0.8123
C 1.40822 0.48689 -6.12080  0.0504
C 1.86891 0.52035 -7.54986  -1.6815
C 1.98637 -0.39833 -5.20343  -0.6379
C 1.59248 -0.47293 -3.87497  0.7842
C 2.24621 -1.38285 -2.97648  -0.3563
N 2.02502 -1.57911 -1.72771  0.1479
C 3.00761 -2.44873 -1.05024  -1.0941
C 3.58839 -1.70871 0.14871  -0.3584
C 3.61880 -0.21604 -0.08456  -1.3882
N 2.26275 0.39956 0.00679  0.5796
C 2.31465 1.66813 0.19906  -0.8615
C 1.26811 2.60286 0.52569  1.0567
C 1.65326 3.84295 0.99790  -0.9776
C -0.11417 2.21709 0.48218  -0.3373
O -0.44976 1.11451 -0.01267  1.1553
C 0.58519 0.38332 -3.38277  0.2814
O 0.19555 0.34604 -2.17064  -0.1741
H 0.39941 6.67428 2.46916  0.3827
H 1.66909 6.69609 1.24945  0.3489
H 1.97695 5.97478 2.82410  0.3716
H -1.28264 5.05552 2.03852  0.3651
H -2.87217 3.67700 1.94741  0.4820
H -4.27114 2.31322 1.15547  0.3759
H -4.04248 0.39481 -0.04712  0.4299
H -2.35244 0.74044 -0.38579  -1.3899
H -4.74059 2.35888 -1.48425  0.4453
H -4.00433 1.02519 -2.35181  0.3830
H -2.49065 3.56195 -1.52806  0.2681
H -3.23238 3.31309 -3.10674  0.5208
H -1.09045 1.48621 -2.03158  -0.2828
H -1.63769 2.69289 -4.64343  0.5061
H -0.09456 1.98427 -6.33364  0.4240
H 1.37000 1.31271 -8.10441  0.3827
H 1.65755 -0.42411 -8.05235  0.3535
H 2.94338 0.69350 -7.61158  0.3774
H 2.77200 -1.06436 -5.54734  0.5471
H 3.06104 -1.95133 -3.42494  0.3481
H 3.79416 -2.69652 -1.76443  0.6870
H 2.53215 -3.37956 -0.74874  0.2184
H 4.60234 -2.05949 0.34176  0.5955
H 3.01237 -1.90854 1.05160  -0.1170
H 4.03919 0.03837 -1.06201  0.3438
H 4.24621 0.24692 0.67607  0.8479
H 3.31267 2.10970 0.23224  0.5853
H 2.70984 4.09332 0.98811  0.5348
C -0.30389 -0.78123 5.24685  -1.3028
N -0.25657 -0.55467 3.80868  0.1994
C 0.94188 0.14353 3.36264  -1.2194
C -1.09561 -1.03266 2.84433  0.0188
O -0.87332 -0.76253 1.65098  0.2021
N -2.19277 -1.81216 3.13331  0.3192
C -2.70628 -2.32163 4.39718  -1.1272
C -3.11882 -2.09672 2.04748  -0.9003
H 0.45709 -0.15116 5.69965  0.3768
H -0.06637 -1.81170 5.51745  0.3677
H -1.25983 -0.49166 5.67842  0.4223
H 1.81417 -0.51422 3.40337  0.3004
H 1.10968 1.00834 4.00596  0.6034
H 0.80589 0.48084 2.34293  -0.0064
H -1.96890 -2.34943 5.18225  0.3960
H -3.04501 -3.34655 4.23437  0.3466
H -3.56803 -1.73877 4.73633  0.3272
H -2.74443 -1.68979 1.11510  -0.0787
H -4.09995 -1.66502 2.27248  0.4009
H -3.25112 -3.17654 1.94350  0.3646
C 0.71154 -5.37137 2.65182  -1.0186
N 0.35965 -4.49614 1.53170  0.1817
C -0.57025 -4.88581 0.62563  -0.0180
C -0.99206 -4.08640 -0.38413  -1.3579
C -0.36346 -2.81947 -0.43766  0.7762
O -0.67005 -1.83962 -1.20979  -0.7171
N 0.63274 -2.48355 0.38746  0.3663
C 0.96094 -3.22897 1.48487  0.0946
O 1.71162 -2.86112 2.36557  -0.7706
H 0.62350 -6.40572 2.33014  0.4013
H 0.05217 -5.19062 3.50030  0.3014
H 1.73306 -5.16256 2.95221  0.3382
H -0.97282 -5.87873 0.77653  0.4799
H -1.75516 -4.37925 -1.08528  0.5453